Entry 1:
{"formula": "C4H8O2", "method": "ωB97M-V/def2-TZVPD", "e_above_lowest_kj_mol": 226.88, "charge": 0, "spin_multiplicity": 1, "fmax_ha_per_bohr": 0.0065, "e_homo_ev": -9.45, "energy_ha": -307.62602, "smiles": "CO[C@H]1C[C@H]1O", "species": ["C", "O", "C", "C", "C", "O", "H", "H", "H", "H", "H", "H", "H", "H"], "positions_angstrom": [[-0.9211, -1.2020, -1.3526], [0.2623, -0.5625, -0.9173], [-0.0096, 0.6156, -0.2241], [-0.3047, 0.4934, 1.2541], [1.0332, 0.9953, 0.7724], [2.1726, 0.2114, 0.9053], [-1.3906, -0.6425, -2.1765], [-1.6455, -1.2914, -0.5303], [-0.6491, -2.1994, -1.7068], [-0.5175, 1.3848, -0.8094], [-0.3063, -0.5219, 1.6451], [-1.0040, 1.1779, 1.7256], [1.2606, 2.0505, 0.8957], [2.0330, -0.5761, 0.3597]], "nbo_charge": [-0.25, -0.54, 0.05, -0.50, 0.09, -0.69, 0.17, 0.17, 0.19, 0.18, 0.23, 0.22, 0.19, 0.48]}

=====

Entry 2:
{"formula": "C4H12", "method": "ωB97M-V/def2-TZVPD", "e_above_lowest_kj_mol": 63.76, "charge": 0, "spin_multiplicity": 1, "fmax_ha_per_bohr": 0.0443, "e_homo_ev": -11.21, "energy_ha": -159.56069, "smiles": "CC.CC", "species": ["C", "C", "H", "H", "H", "H", "H", "H", "C", "C", "H", "H", "H", "H", "H", "H"], "positions_angstrom": [[-0.4931, 1.4801, 1.8872], [0.5903, 0.6030, 2.5446], [0.0418, 2.3176, 1.4519], [-1.2113, 0.9635, 1.2466], [-1.1676, 1.8498, 2.6647], [0.3932, -0.4936, 2.4273], [1.5418, 0.8870, 2.1103], [0.5774, 0.4772, 3.6274], [-0.1564, -1.7759, -2.4568], [0.1186, -0.3022, -2.0942], [-0.1442, -2.3228, -1.5230], [-1.1683, -1.8499, -2.8602], [0.4971, -2.1288, -3.2617], [0.0918, 0.4634, -2.8740], [1.0795, -0.1499, -1.5737], [-0.5908, -0.0185, -1.3164]], "nbo_charge": [-0.62, -0.63, 0.21, 0.21, 0.20, 0.20, 0.21, 0.21, -0.61, -0.61, 0.21, 0.20, 0.21, 0.20, 0.20, 0.20]}

=====

Entry 3:
{"formula": "C16H56N4O10", "method": "ωB97M-V/def2-TZVPD", "e_above_lowest_kj_mol": 384.80, "charge": 0, "spin_multiplicity": 1, "fmax_ha_per_bohr": 0.0572, "e_homo_ev": -8.88, "energy_ha": -1614.42279, "smiles": "COC[C@H](C)N.COC[C@H](C)N.COC[C@H](C)N.COC[C@H](C)N.O.O.O.O.O.O", "species": ["C", "C", "C", "O", "C", "N", "H", "H", "H", "H", "H", "H", "H", "H", "H", "H", "H", "C", "C", "C", "O", "C", "N", "H", "H", "H", "H", "H", "H", "H", "H", "H", "H", "H", "C", "C", "C", "O", "C", "N", "H", "H", "H", "H", "H", "H", "H", "H", "H", "H", "H", "C", "C", "C", "O", "C", "N", "H", "H", "H", "H", "H", "H", "H", "H", "H", "H", "H", "O", "H", "H", "O", "H", "H", "O", "H", "H", "O", "H", "H", "O", "H", "H", "O", "H", "H"], "positions_angstrom": [[-25.3587, -23.9885, -5.0987], [-26.6013, -24.9042, -5.1017], [-27.8100, -24.1314, -4.8163], [-29.0085, -24.9087, -4.7113], [-30.1768, -24.2202, -4.7544], [-26.5447, -25.4368, -6.4551], [-25.1447, -23.7027, -4.0688], [-25.6136, -23.0947, -5.6681], [-24.4224, -24.3829, -5.4933], [-26.4088, -25.6326, -4.3141], [-27.9605, -23.4440, -5.6488], [-27.6518, -23.5017, -3.9408], [-30.4197, -23.6522, -3.8564], [-30.9993, -24.9309, -4.8356], [-30.2984, -23.6491, -5.6748], [-25.7406, -26.0480, -6.4487], [-27.3285, -26.0708, -6.5167], [-34.1106, -38.5625, -10.3964], [-32.6799, -38.0233, -10.3044], [-32.1043, -38.3634, -8.9331], [-32.4707, -37.4838, -7.8860], [-31.7971, -36.1338, -7.8610], [-31.9038, -38.5953, -11.4133], [-34.6916, -38.0954, -9.6013], [-34.0519, -39.6304, -10.1859], [-34.4509, -38.3960, -11.4184], [-32.6021, -36.9381, -10.3690], [-31.0151, -38.4026, -8.9507], [-32.4204, -39.3763, -8.6837], [-31.8755, -35.5868, -8.8006], [-30.7572, -36.3872, -7.6547], [-32.0354, -35.5137, -6.9968], [-32.0787, -39.5795, -11.2690], [-32.4264, -38.5084, -12.2732], [-21.8948, -33.4454, -13.8268], [-21.2538, -32.1782, -13.3706], [-20.7385, -31.3003, -14.5473], [-19.5775, -32.0288, -15.0038], [-19.1435, -31.5789, -16.3253], [-22.1383, -31.3938, -12.4789], [-22.8276, -33.3331, -14.3793], [-22.2279, -34.1067, -13.0269], [-21.2126, -34.0352, -14.4390], [-20.3439, -32.4324, -12.8268], [-20.5061, -30.2826, -14.2335], [-21.4349, -31.2328, -15.3831], [-18.1516, -31.9032, -16.6400], [-18.9296, -30.5155, -16.4327], [-19.9290, -31.8477, -17.0316], [-23.0070, -31.8239, -12.1953], [-21.9202, -30.9945, -11.5771], [-25.0204, -40.8635, -13.6545], [-23.7477, -40.7828, -12.7655], [-24.0225, -40.6821, -11.2386], [-24.8221, -39.4351, -11.0340], [-24.6944, -38.8924, -9.7004], [-23.0467, -41.9578, -13.1604], [-25.6915, -40.0159, -13.5157], [-25.5392, -41.8076, -13.4878], [-24.7736, -40.8403, -14.7160], [-23.1471, -39.9619, -13.1573], [-23.0962, -40.6840, -10.6640], [-24.6477, -41.4495, -10.7822], [-23.6689, -38.9213, -9.3322], [-25.3128, -39.4906, -9.0312], [-25.2038, -37.9293, -9.7339], [-22.9735, -42.0358, -14.1647], [-22.1320, -41.7166, -12.8065], [-22.4497, -33.7619, -4.0915], [-23.2207, -33.2404, -4.3146], [-22.5167, -33.8972, -3.1463], [-26.0608, -31.7402, -6.4546], [-26.5663, -31.8845, -7.2544], [-26.6123, -31.1670, -5.9221], [-28.4958, -32.4076, -10.1852], [-28.5945, -33.1446, -10.7880], [-29.0224, -31.7085, -10.5727], [-29.5288, -29.3672, -4.1367], [-30.3598, -29.6712, -3.7716], [-29.6320, -28.4185, -4.2108], [-21.9281, -28.9180, -6.7396], [-21.0323, -29.2288, -6.6084], [-22.4787, -29.6587, -6.4860], [-26.0909, -30.0034, -0.0716], [-26.6075, -30.2738, -0.8306], [-26.3536, -29.0968, 0.0869]], "mulliken_charge": [-1.41, 0.65, -0.91, -0.23, -0.80, -0.76, 0.38, 0.32, 0.37, 0.27, 0.41, 0.30, 0.32, 0.25, 0.34, 0.25, 0.25, -1.37, 0.49, -0.71, -0.36, -0.69, -0.74, 0.32, 0.36, 0.41, 0.15, 0.38, 0.34, 0.27, 0.30, 0.28, 0.29, 0.28, -1.49, 0.70, -0.65, -0.33, -0.76, -0.65, 0.37, 0.39, 0.37, 0.14, 0.31, 0.30, 0.28, 0.30, 0.31, 0.20, 0.20, -1.51, 0.62, -0.65, -0.30, -0.71, -0.77, 0.34, 0.36, 0.40, 0.22, 0.34, 0.31, 0.30, 0.29, 0.23, 0.26, 0.27, -0.64, 0.31, 0.32, -0.64, 0.32, 0.32, -0.63, 0.32, 0.32, -0.62, 0.32, 0.31, -0.64, 0.32, 0.32, -0.64, 0.32, 0.32]}

=====

Entry 4:
{"formula": "C4H10S", "method": "ωB97M-V/def2-TZVPD", "e_above_lowest_kj_mol": 10.34, "charge": 0, "spin_multiplicity": 1, "fmax_ha_per_bohr": 0.0205, "e_homo_ev": -8.44, "energy_ha": -556.57806, "smiles": "CCCSC", "species": ["C", "C", "C", "S", "C", "H", "H", "H", "H", "H", "H", "H", "H", "H", "H"], "positions_angstrom": [[-1.6993, 1.3046, -0.0318], [-0.2004, 1.5364, -0.2550], [0.6312, 0.2389, -0.2076], [0.1003, -0.9652, 1.0552], [1.1172, -2.3548, 0.4272], [-2.0258, 0.4943, -0.6749], [-2.2375, 2.2182, -0.2773], [-1.8699, 1.0965, 1.0232], [-0.0825, 1.9208, -1.2658], [0.2312, 2.2309, 0.4584], [0.5428, -0.2901, -1.1588], [1.6810, 0.4826, -0.0538], [0.7172, -2.5675, -0.5594], [0.9117, -3.1962, 1.0870], [2.1829, -2.1494, 0.4334]], "nbo_charge": [-0.61, -0.40, -0.51, 0.16, -0.73, 0.21, 0.21, 0.21, 0.20, 0.20, 0.20, 0.21, 0.21, 0.23, 0.21]}

=====

Entry 5:
{"formula": "C29H29BrN2O5PRu", "method": "ωB97M-V/def2-TZVPD", "e_above_lowest_kj_mol": 0.00, "charge": 2, "spin_multiplicity": 6, "fmax_ha_per_bohr": 0.0035, "e_homo_ev": [-13.76, -13.76], "energy_ha": -4617.80699, "species": ["Ru", "C", "O", "C", "C", "O", "C", "H", "H", "H", "H", "H", "H", "H", "H", "H", "H", "O", "N", "C", "C", "C", "C", "C", "C", "C", "P", "C", "C", "C", "C", "C", "C", "C", "C", "C", "C", "C", "C", "H", "H", "H", "H", "H", "H", "H", "H", "H", "H", "H", "H", "H", "H", "H", "H", "Br", "C", "C", "N", "C", "C", "C", "C", "O", "O", "H", "H", "H"], "positions_angstrom": [[1.0544, 0.5437, -0.8789], [2.8844, -0.8615, 1.5816], [2.6928, -0.6725, 0.1587], [3.1622, -1.7602, -0.6469], [3.4792, -1.1888, -2.0020], [2.3240, -0.4436, -2.4445], [2.4683, 0.0402, -3.8053], [3.9537, -0.8990, 1.7848], [2.3982, -1.7830, 1.9028], [2.4350, -0.0057, 2.0731], [2.3906, -2.5350, -0.6986], [4.0627, -2.1904, -0.2067], [3.6847, -1.9822, -2.7217], [4.3308, -0.5070, -1.9553], [2.5980, -0.8142, -4.4675], [3.3324, 0.7010, -3.8647], [1.5587, 0.5757, -4.0579], [-0.1912, 2.0003, -3.1303], [-0.7322, 1.3289, -2.0179], [-1.9941, 1.4753, -1.8938], [-2.8174, 0.9535, -0.8087], [-4.0883, 1.5203, -0.7310], [-4.9544, 1.2058, 0.3082], [-4.5494, 0.3110, 1.2796], [-3.2921, -0.2862, 1.2012], [-2.4181, 0.0170, 0.1693], [-0.8926, -0.9504, 0.0037], [-1.3119, -2.2845, -1.1332], [-2.4507, -3.0584, -0.9000], [-2.7740, -4.0872, -1.7667], [-1.9710, -4.3450, -2.8730], [-0.8426, -3.5760, -3.1127], [-0.5123, -2.5448, -2.2437], [-0.5030, -1.6579, 1.6081], [-0.3869, -0.8155, 2.7181], [-0.0022, -1.3413, 3.9402], [0.2854, -2.6964, 4.0577], [0.1799, -3.5324, 2.9546], [-0.2162, -3.0185, 1.7278], [0.3075, 2.7426, -2.7435], [-2.4842, 2.1027, -2.6357], [-4.3989, 2.2298, -1.4881], [-5.9339, 1.6610, 0.3539], [-5.2095, 0.0575, 2.0982], [-3.0032, -1.0028, 1.9588], [-3.0831, -2.8604, -0.0425], [-3.6548, -4.6878, -1.5846], [-2.2305, -5.1472, -3.5508], [-0.2238, -3.7755, -3.9773], [0.3672, -1.9436, -2.4423], [-0.5949, 0.2435, 2.6256], [0.0747, -0.6950, 4.8046], [0.5855, -3.1018, 5.0148], [0.3933, -4.5886, 3.0517], [-0.3143, -3.6780, 0.8746], [2.0318, 8.0051, 0.5293], [1.5975, 6.3516, 1.3021], [1.3033, 6.2739, 2.6641], [0.9909, 5.1370, 3.2771], [0.9619, 4.0274, 2.5554], [1.2379, 4.0097, 1.1899], [1.5648, 5.2019, 0.5445], [1.1862, 2.7522, 0.4526], [0.9456, 1.6416, 1.0362], [1.3834, 2.7086, -0.8130], [1.3246, 7.1689, 3.2746], [0.7092, 3.1107, 3.0745], [1.7909, 5.2203, -0.5127]], "nbo_charge": [1.64, -0.25, -0.59, -0.10, -0.09, -0.61, -0.26, 0.21, 0.20, 0.23, 0.20, 0.23, 0.22, 0.21, 0.21, 0.21, 0.23, -0.55, -0.26, 0.17, -0.05, -0.14, -0.18, -0.15, -0.18, -0.36, 0.98, -0.42, -0.12, -0.20, -0.16, -0.19, -0.20, -0.41, -0.22, -0.14, -0.18, -0.20, -0.20, 0.50, 0.24, 0.23, 0.25, 0.25, 0.24, 0.22, 0.24, 0.24, 0.23, 0.21, 0.24, 0.23, 0.24, 0.24, 0.23, 0.14, -0.15, 0.08, -0.38, 0.08, -0.19, -0.14, 0.79, -0.71, -0.74, 0.23, 0.21, 0.25]}

=====

Entry 6:
{"formula": "C6H10N", "method": "ωB97M-V/def2-TZVPD", "e_above_lowest_kj_mol": 221.32, "charge": 1, "spin_multiplicity": 1, "fmax_ha_per_bohr": 0.0945, "e_homo_ev": -12.87, "energy_ha": -288.99867, "species": ["C", "C", "C", "C", "C", "C", "N", "H", "H", "H", "H", "H", "H", "H", "H", "H", "H"], "positions_angstrom": [[0.4828, -1.6955, -0.5285], [1.6300, -0.6951, -0.8793], [-1.1069, 0.2959, 0.4563], [-0.0993, -0.4691, 0.0508], [1.1389, 0.2289, -0.0344], [1.6436, 1.6018, 0.3433], [-2.5580, -0.1497, 0.3049], [-0.0922, -2.1854, -1.3368], [0.7053, -2.3772, 0.1685], [2.4945, -0.8099, -1.6268], [-0.9676, 1.1514, 1.0255], [2.5551, 1.7905, -0.2320], [1.7389, 1.7279, 1.3992], [0.8164, 2.1646, -0.0016], [-2.5281, -1.0839, 0.6499], [-2.8673, -0.0538, -0.7487], [-2.9862, 0.5584, 0.9897]], "nbo_charge": [-0.43, -0.09, -0.17, 0.04, 0.00, -0.64, -0.72, 0.21, 0.23, 0.25, 0.23, 0.25, 0.24, 0.22, 0.45, 0.47, 0.47]}

=====

What is the charge in the first record?
0